One molecule with the formula C2H5N, computed with the ωB97M-V functional and the def2-TZVPD basis.

Each atom is followed by the atoms it is bonded to, with distances in Å.
Positions of all 8 atoms, in Å:
1 C -0.629 -0.420 0.188  C5 1.477, H6 1.105, H7 1.081, N8 1.445
2 H 0.829 1.086 0.700  C5 1.058
3 H 1.288 -1.003 -0.255  N8 1.003
4 H -0.055 1.524 -0.786  C5 1.101
5 C 0.270 0.711 -0.117  C1 1.477, H2 1.058, H4 1.101, N8 1.468
6 H -0.591 -0.721 1.250  C1 1.105
7 H -1.598 -0.564 -0.268  C1 1.081
8 N 0.485 -0.613 -0.712  C1 1.445, H3 1.003, C5 1.468

**Orbital gap**: 11.2 eV
**SMILES**: C1CN1
**E_LUMO**: 1.324 eV
**Energy relative to the best compared isomer or geometry (same formula, charge and spin)**: 19.1 kcal/mol
**2S+1**: 1
**Strongest force on any atom**: 2.27 eV Å⁻¹